1.
Entry from the Open Molecules 2025 dataset: a gas-phase ion, C4H5Cl2N2 (charge +1) in a non-equilibrium geometry (ωB97M-V with the def2-TZVPD basis set).

The geometry in XYZ format:
```
13
Properties=species:S:1:pos:R:3:forces:R:3:lowdin_charge:R:1
C -2.308226 1.732084 -1.117447 2.202 -0.828 0.345 0.169
N -1.267351 1.326992 -0.489569 -1.694 1.065 -0.523 0.086
C -0.091483 1.072261 -0.026636 0.531 -1.203 -1.086 -0.738
Cl 0.749730 2.187301 0.961854 -0.749 0.107 -0.227 0.846
N 0.558593 -0.064042 -0.287656 4.070 0.723 2.024 0.061
C 2.179906 -0.198041 0.117114 -3.747 0.378 -1.018 -0.756
C 2.506281 -1.053303 1.045790 1.763 0.168 3.115 0.012
Cl 3.076118 0.813043 -0.897378 0.367 -0.192 0.078 0.747
H -3.274679 1.625948 -0.677857 -0.586 -0.185 0.519 0.100
H -2.293138 2.118482 -2.147741 0.476 0.078 0.420 0.122
H 0.330068 -0.865757 -0.822881 -1.205 -0.240 -0.721 0.134
H 3.538644 -1.029423 1.544816 -1.141 -0.150 -1.661 0.120
H 1.858512 -1.563671 1.783377 -0.287 0.277 -1.265 0.097
```
Forces are in eV/Å.

The SMILES is C=N/C(Cl)=[NH+]/C(=C)Cl. The calculation puts the HOMO-LUMO gap at 9.101 eV. The calculation puts the highest occupied orbital energy at -14.08 eV. For the energy above the lowest of the compared OMol25 structures with the same formula, charge and spin, the calculation gives 233.6 kJ/mol. The LUMO energy is -4.979 eV. The value obtained for the molecular weight is 152.004 u. The total charge is +1.

***

2.
Entry from the Open Molecules 2025 dataset: a single C5H8N2S molecule in a non-equilibrium geometry (ωB97M-V with the def2-TZVPD basis set).

The geometry in XYZ format:
```
16
Properties=species:S:1:pos:R:3:forces:R:3:lowdin_charge:R:1
C -0.221291 -0.240740 2.121234 0.739 0.405 0.600 -0.038
C 1.082154 -0.111265 1.300397 -1.002 0.259 1.272 -0.276
C 1.361864 1.033549 0.390167 -2.089 -1.099 0.193 -0.168
C 0.236674 1.950732 -0.010557 -0.833 -0.914 0.129 -0.094
N -0.590755 0.989734 -0.744415 -2.636 1.807 -1.182 0.006
C -0.265090 -0.263671 -0.722848 1.952 -2.083 0.984 -0.939
S -1.114317 -1.569044 -1.263147 0.109 0.292 0.016 0.597
N 1.041916 -0.341886 -0.106049 0.061 -0.102 -1.366 0.017
H -0.559055 -1.318440 2.218709 0.536 1.351 -0.022 0.100
H -1.010312 0.340122 1.628757 0.000 -0.343 0.177 0.060
H -0.044169 0.262333 3.124279 -0.297 -0.922 -1.003 0.096
H 1.976939 -0.477495 1.757844 0.237 -0.600 0.367 0.126
H 2.311369 1.354495 0.145435 1.982 0.503 -0.027 0.112
H 0.587128 2.645222 -0.747294 0.151 0.972 0.121 0.112
H -0.314894 2.393832 0.865439 0.493 -0.118 -1.016 0.136
H -1.441909 1.158067 -1.299926 0.596 0.592 0.759 0.152
```
Forces are in eV/Å.

The SMILES is C[C@@H]1[C@@H]2CNC(=S)N12. The calculation puts the HOMO-LUMO gap at 8.969 eV. The calculation puts the highest occupied orbital energy at -8.26 eV. For the energy above the lowest of the compared OMol25 structures with the same formula, charge and spin, the calculation gives 156.9 kJ/mol. The LUMO energy is 0.711 eV. The value obtained for the molecular weight is 128.200 u.

***

3.
Entry from the Open Molecules 2025 dataset: 6 unconnected molecules or ions with the total composition C2H16O7 in a non-equilibrium geometry (ωB97M-V with the def2-TZVPD basis set).

The geometry in XYZ format:
```
25
Properties=species:S:1:pos:R:3:forces:R:3:mulliken_spin:R:1
O 5.524735 4.331273 0.182034 -0.121 0.164 -0.271 0.003
H 5.821947 3.455315 0.428197 -0.002 0.178 -0.112 0.000
H 5.615727 4.849166 0.981867 -0.010 0.229 0.146 0.000
O 8.326780 2.545420 -1.721499 0.540 0.928 -0.665 0.551
H 7.808810 2.400391 -0.929721 -1.454 0.048 1.338 -0.015
H 8.935053 1.806865 -1.748974 0.795 -1.073 -0.510 -0.017
O 4.791314 2.191004 2.309324 0.295 -0.145 0.039 0.000
H 4.034591 2.632883 2.694477 -0.350 0.317 -0.080 0.000
H 5.259361 1.820480 3.057566 0.001 -0.203 0.525 0.000
O 6.878566 1.912506 0.606912 1.010 -0.248 -0.728 0.015
H 7.562602 1.353018 0.974749 0.406 -0.375 0.303 0.000
H 6.199395 1.935915 1.281011 -0.729 0.076 0.186 -0.001
O 4.147267 -0.327584 1.061923 0.217 -0.332 -0.053 0.000
H 4.279168 0.573658 1.356171 -0.070 0.327 0.106 0.000
H 3.264175 -0.332676 0.692663 -0.222 -0.123 -0.132 0.000
C 11.018172 0.235525 -0.298608 0.422 -0.525 0.325 0.059
C 10.601116 1.037881 0.924563 -0.712 0.056 2.605 0.066
O 9.424426 0.476210 1.573573 0.641 1.064 -1.619 0.096
O 10.116554 0.308127 -1.335757 -0.407 1.031 -0.888 0.227
H 11.111882 -0.783138 0.077752 0.162 -0.215 -0.228 0.013
H 11.966941 0.639645 -0.651635 -0.021 -0.060 -0.018 0.002
H 10.506734 2.099736 0.697338 -0.872 0.087 -0.538 0.014
H 11.390701 1.070120 1.675319 0.402 -0.505 -0.270 -0.005
H 9.646296 0.066416 2.412882 0.243 -0.061 0.128 -0.003
H 9.353071 -0.269370 -1.263729 -0.163 -0.639 0.413 -0.005
```
Forces are in eV/Å.

Its spin multiplicity is 2. The calculation puts the HOMO-LUMO gap (alpha / beta) at 10.467 / 3.283 eV. The calculation puts the highest occupied orbital energy (alpha / beta) at -13.69 / -13.68 eV. The LUMO energy (alpha / beta) is -3.221 / -10.400 eV. The value obtained for the molecular weight is 152.143 u. Its expectation value of S² is 0.76. The total charge is +1.

***

4.
Entry from the Open Molecules 2025 dataset: a molecular structure, C28H38I2N4O3Ti in a non-equilibrium geometry (ωB97M-V with the def2-TZVPD basis set).

The geometry in XYZ format:
```
76
Properties=species:S:1:pos:R:3:forces:R:3:lowdin_charge:R:1
Ti -1.009054 -0.486087 -0.995687 2.786 1.398 -2.232 0.916
N 2.709701 3.492252 1.381370 0.022 0.176 0.636 0.228
C 2.158728 2.859540 2.660499 -0.020 -0.232 -0.262 -0.232
C 2.813378 1.467745 2.858420 0.187 0.277 -0.191 -0.102
C 1.769796 0.353522 2.884684 -0.383 0.143 -0.268 -0.355
N 1.160092 0.209294 1.553884 0.407 -0.075 0.229 0.098
C 0.744016 0.748405 3.942624 -0.056 -0.073 0.195 -0.107
C -0.109439 1.951173 3.501387 -0.155 -0.244 -0.523 -0.358
N -1.264211 1.424925 2.779455 0.201 0.297 0.205 0.026
C 0.636360 2.869822 2.511503 0.121 0.015 -0.092 -0.108
H 3.717134 3.585995 1.401981 0.332 0.007 0.108 0.165
H 2.308109 4.406222 1.204146 -0.172 0.253 0.066 0.166
H 2.484960 2.915679 0.584925 -0.336 -0.784 -0.764 0.088
H 2.469557 3.537201 3.446656 0.088 0.124 0.178 0.144
H 3.370097 1.478603 3.800053 -0.009 -0.011 -0.064 0.118
H 3.537298 1.256655 2.058878 -0.112 0.088 0.076 0.111
H 2.265331 -0.565064 3.189202 0.107 -0.139 0.074 0.142
H 0.150775 0.233970 1.633630 -0.330 -0.081 0.057 0.039
H 1.417594 -0.665330 1.111903 0.042 -0.021 -0.016 0.077
H 1.284871 0.989070 4.867795 -0.100 -0.057 -0.064 0.120
H 0.071129 -0.089327 4.159268 0.115 0.139 -0.036 0.091
H -0.364924 2.536890 4.381641 -0.109 0.173 0.297 0.127
H -1.796608 2.101566 2.247918 0.095 0.037 -0.066 0.080
H -1.888561 0.867029 3.348743 0.172 0.213 -0.027 -0.068
H 0.270996 3.898677 2.598790 0.009 -0.028 0.047 0.124
H 0.391133 2.517322 1.505727 -0.029 -0.036 0.035 0.110
I -2.864275 -1.433945 3.759290 -0.068 -0.336 0.326 1.040
C -3.594083 -1.794640 1.859755 -0.843 -0.340 0.019 -0.625
C -4.894150 -2.348491 1.743621 0.595 0.287 0.364 -0.241
C -5.432860 -2.641401 0.532217 0.204 0.061 -0.437 -0.699
I -7.350244 -3.423527 0.469874 -0.293 -0.120 -0.052 0.915
C -4.675465 -2.430422 -0.653453 0.185 -0.033 0.016 -0.197
C -5.097889 -2.759693 -1.964370 -0.628 -0.184 0.602 -0.048
C -4.277225 -2.571313 -3.014530 0.655 0.181 -0.788 -0.029
C -2.995563 -2.014252 -2.812089 -0.621 -0.457 -0.791 -0.092
N -2.575118 -1.696379 -1.636577 -0.599 -0.047 1.383 -0.004
C -3.380139 -1.885747 -0.538210 0.127 -0.055 0.439 -0.098
C -2.812564 -1.499766 0.759769 0.160 0.020 -0.616 -0.406
O -1.655254 -0.922852 0.818180 -0.591 -0.310 0.658 -0.220
H -5.470061 -2.530821 2.641958 0.082 0.017 0.007 0.071
H -6.089058 -3.171507 -2.111310 0.037 0.006 0.030 0.063
H -4.592720 -2.818511 -4.019079 0.022 -0.009 0.009 0.110
H -2.326543 -1.811642 -3.631707 0.054 0.028 -0.214 0.129
C -3.878629 2.220657 -1.308205 -0.281 0.477 0.005 0.005
C -2.570495 1.508344 -1.293656 1.056 -0.574 -0.544 -0.672
O -2.279464 0.762128 -2.295731 -0.731 0.382 1.152 -0.103
O -1.804802 1.561945 -0.281910 -0.562 -0.263 -0.367 -0.077
H -4.078864 2.623489 -2.301323 -0.005 -0.024 0.048 0.084
H -3.908064 3.011128 -0.557691 -0.015 -0.054 -0.058 0.079
H -4.658753 1.490018 -1.082713 0.003 0.020 0.007 0.088
C 2.208449 1.712863 -1.341142 0.165 0.558 0.409 -0.123
C 1.960006 0.515760 -2.243472 -0.206 -0.347 0.145 -0.579
C 2.191096 0.972735 -3.684122 0.089 0.029 -0.292 -0.062
C 0.500547 0.091308 -2.038446 0.176 -0.292 0.657 -0.156
C 2.943277 -0.620991 -1.895655 -0.231 0.103 0.056 -0.171
C 3.863728 -0.530643 -0.856317 0.220 -0.071 0.235 -0.056
C 4.710872 -1.594714 -0.522508 -0.165 0.142 -0.122 -0.096
C 4.654471 -2.776356 -1.243040 -0.119 0.039 -0.130 -0.104
C 3.740285 -2.879499 -2.294761 0.013 0.034 0.072 -0.078
C 2.899276 -1.821950 -2.606074 -0.041 -0.102 -0.043 -0.046
H 1.522416 2.515842 -1.630404 0.046 -0.052 0.004 0.094
H 3.253396 2.083968 -1.403044 -0.299 -0.099 -0.025 0.088
H 1.961612 1.396709 -0.317338 0.044 0.112 -0.045 0.036
H 1.472494 1.762719 -3.932086 0.109 -0.107 0.020 0.087
H 2.037126 0.148404 -4.385686 0.015 0.077 0.038 0.075
H 3.212496 1.355445 -3.829399 -0.163 -0.061 0.023 0.087
H 0.088162 -0.292139 -3.000209 -0.281 0.017 0.153 0.044
H 3.931118 0.386536 -0.274502 0.027 -0.214 -0.070 0.077
H 5.414118 -1.489857 0.299584 -0.080 0.002 -0.080 0.094
H 5.304522 -3.609072 -0.991361 -0.086 0.093 -0.042 0.096
H 3.667378 -3.801823 -2.863015 0.026 0.079 0.065 0.102
H 2.160244 -1.935216 -3.395433 0.106 -0.013 0.093 0.115
C -0.062011 -2.445516 -0.831303 -0.325 -0.390 0.223 -0.202
H -0.679619 -3.143463 -0.233168 0.145 0.116 -0.103 -0.006
H 0.935548 -2.415328 -0.368449 -0.065 0.055 -0.062 -0.017
H 0.073025 -2.904235 -1.820127 0.064 0.060 0.031 -0.010
```
Forces are in eV/Å.

The calculation puts the HOMO-LUMO gap (alpha / beta) at 4.585 / 4.576 eV. The calculation puts the highest occupied orbital energy (alpha / beta) at -5.31 / -5.30 eV. For the energy above the lowest of the compared OMol25 structures with the same formula, charge and spin, the calculation gives 348.4 kJ/mol. The LUMO energy (alpha / beta) is -0.723 / -0.723 eV. The value obtained for the molecular weight is 780.312 u.